No. 1
77
Properties=species:S:1:pos:R:3 method="wB97M-V/def2-TZVPD" e_lumo_ev="-2.092 / -2.385" homo_lumo_gap_ev="6.13 / 5.82" homo_energy_ev="-8.2259 / -8.2089" relative_energy_ev=1.579
Tl 0.555 1.025 -0.116
C -1.397 3.609 2.967
O -0.975 3.095 4.247
C 0.206 2.488 4.458
C 0.483 2.131 5.754
C 1.655 1.430 6.077
C 2.555 1.045 5.103
C 2.341 1.363 3.760
C 3.285 0.873 2.817
N 3.173 0.983 1.513
N 3.845 0.259 0.719
C 3.820 0.779 -0.630
O 3.236 1.797 -0.921
C 4.504 -0.080 -1.623
C 4.283 0.197 -2.971
C 4.858 -0.607 -3.939
C 5.664 -1.676 -3.564
C 5.886 -1.950 -2.223
C 5.299 -1.159 -1.248
C 1.174 2.189 3.386
O 1.026 2.641 2.252
H -2.370 4.052 3.164
H -1.494 2.807 2.239
H -0.701 4.355 2.599
H -0.228 2.401 6.524
H 1.847 1.178 7.111
H 3.435 0.476 5.373
H 4.174 0.381 3.214
H 3.638 1.025 -3.231
H 4.672 -0.410 -4.987
H 6.111 -2.306 -4.323
H 6.504 -2.790 -1.936
H 5.433 -1.386 -0.200
O -6.348 0.112 -3.471
C -6.067 -0.483 -2.217
C -4.679 -0.098 -1.784
C -3.708 0.270 -2.701
C -2.434 0.565 -2.238
N -2.094 0.501 -0.955
C -3.022 0.132 -0.072
C -4.325 -0.158 -0.443
C -2.570 -0.004 1.345
C -3.383 0.337 2.421
C -2.905 0.170 3.715
C -3.678 0.663 4.910
O -3.391 2.031 5.165
C -1.641 -0.376 3.879
C -0.893 -0.673 2.752
N -1.334 -0.478 1.515
H -7.266 -0.058 -3.696
H -6.115 -1.577 -2.289
H -6.785 -0.168 -1.453
H -3.940 0.331 -3.754
H -1.649 0.873 -2.919
H -5.048 -0.473 0.300
H -4.363 0.768 2.258
H -3.445 0.045 5.783
H -4.750 0.607 4.729
H -2.433 2.129 5.243
H -1.228 -0.542 4.867
H 0.108 -1.084 2.843
O 0.858 0.852 -2.856
C 0.972 -0.378 -2.783
N 1.167 -1.049 -1.636
S 1.040 -2.659 -1.839
O 2.267 -3.324 -1.491
O -0.179 -3.156 -1.255
C 0.867 -2.602 -3.606
C 0.733 -3.624 -4.523
C 0.596 -3.267 -5.859
C 0.588 -1.929 -6.249
C 0.713 -0.914 -5.309
C 0.856 -1.276 -3.982
H 0.738 -4.662 -4.216
H 0.491 -4.040 -6.609
H 0.481 -1.682 -7.298
H 0.704 0.133 -5.585

***

No. 2
66
Properties=species:S:1:pos:R:3 method="wB97M-V/def2-TZVPD" e_lumo_ev=-4.263 total_charge=+1 homo_lumo_gap_ev=6.68 homo_energy_ev=-10.9425 relative_energy_ev=1.461
Tl 1.072 -0.239 -1.462
C -1.332 -1.506 4.172
C -1.311 -2.692 3.248
C -1.853 -3.897 3.690
C -1.828 -5.041 2.909
C -1.248 -5.010 1.650
C -0.721 -3.820 1.182
C -0.748 -2.661 1.961
P -0.023 -1.183 1.169
C -1.139 0.227 1.536
C -0.699 1.289 2.329
C -1.515 2.376 2.575
C -2.783 2.425 2.015
C -3.229 1.373 1.235
C -2.430 0.259 0.980
C -3.007 -0.848 0.137
C 1.540 -0.915 2.040
C 1.982 -1.830 3.000
C 3.285 -1.809 3.459
C 4.197 -0.899 2.932
C 3.792 -0.013 1.961
C 2.464 0.014 1.502
C 2.094 0.945 0.470
H -1.339 -1.838 5.209
H -2.226 -0.900 4.006
H -0.466 -0.867 4.022
H -2.298 -3.935 4.677
H -2.249 -5.961 3.291
H -1.209 -5.903 1.042
H -0.276 -3.781 0.194
H 0.284 1.251 2.785
H -1.165 3.183 3.205
H -3.424 3.278 2.192
H -4.223 1.408 0.805
H -4.031 -1.052 0.451
H -2.443 -1.772 0.219
H -3.027 -0.552 -0.912
H 1.294 -2.565 3.390
H 3.594 -2.514 4.220
H 5.221 -0.897 3.278
H 4.502 0.687 1.537
H 2.874 1.632 0.168
H 1.107 1.395 0.517
S 0.573 2.718 -5.331
C 1.837 3.520 -4.457
C 2.639 4.578 -4.866
C 3.595 5.042 -3.985
C 3.738 4.472 -2.717
C 2.936 3.427 -2.311
C 1.973 2.931 -3.189
N 1.096 1.887 -2.954
C 0.322 1.665 -3.971
C -0.678 0.597 -3.995
C -1.712 0.615 -4.936
C -2.680 -0.373 -4.932
C -2.624 -1.398 -4.002
C -1.584 -1.444 -3.077
C -0.628 -0.449 -3.074
H 2.519 5.018 -5.847
H 4.241 5.858 -4.279
H 4.496 4.855 -2.047
H 3.041 2.995 -1.327
H -1.757 1.417 -5.663
H -3.480 -0.341 -5.660
H -3.384 -2.168 -3.989
H -1.539 -2.262 -2.370

***

No. 3
81
Properties=species:S:1:pos:R:3 method="wB97M-V/def2-TZVPD" e_lumo_ev="-5.104 / -3.537" total_charge=+1 homo_lumo_gap_ev="6.09 / 7.61" homo_energy_ev="-11.1973 / -11.1418"
Sc -0.556 -0.077 0.074
C -0.744 -4.470 -0.322
C -1.010 -3.171 -0.729
N -0.412 -2.293 0.087
N 0.252 -3.026 1.025
C 0.057 -4.331 0.796
B 0.982 -2.272 2.162
N 1.996 -1.286 1.511
C 3.330 -1.356 1.603
C 3.879 -0.382 0.794
C 2.782 0.246 0.223
N 1.637 -0.294 0.661
N -0.065 -1.443 2.934
C -0.642 -1.690 4.119
C -1.641 -0.761 4.325
C -1.628 0.018 3.175
N -0.679 -0.396 2.330
N 1.743 -3.169 3.106
C 2.282 -2.814 4.306
C 3.188 -3.775 4.664
C 3.160 -4.692 3.594
N 2.310 -4.319 2.657
H -1.085 -5.384 -0.773
H -1.598 -2.829 -1.562
H 0.525 -5.064 1.428
H 3.803 -2.099 2.225
H 4.921 -0.163 0.640
H 2.776 1.064 -0.471
H -0.312 -2.510 4.733
H -2.289 -0.671 5.177
H -2.275 0.834 2.913
H 1.994 -1.905 4.807
H 3.778 -3.817 5.562
H 3.721 -5.605 3.474
N 0.693 -0.230 -1.949
C 0.216 -0.741 -3.214
C 0.653 -1.998 -3.607
C 0.242 -2.540 -4.812
C -0.599 -1.808 -5.634
C -1.040 -0.559 -5.230
C -0.669 -0.005 -4.004
C -1.249 1.292 -3.577
C -2.516 1.694 -4.033
C -3.065 2.915 -3.678
C -2.380 3.789 -2.848
C -1.134 3.422 -2.343
C -0.657 2.195 -2.720
H 1.147 0.667 -2.114
H 1.416 -0.855 -1.603
H 1.329 -2.551 -2.964
H 0.593 -3.518 -5.112
H -0.911 -2.203 -6.591
H -1.683 0.007 -5.889
H -3.088 1.020 -4.658
H -4.045 3.181 -4.050
H -2.808 4.746 -2.580
H -0.583 4.090 -1.694
C 2.914 4.626 0.985
C 2.677 4.027 -0.266
C 1.545 3.286 -0.483
C 0.579 3.140 0.529
C -0.635 2.405 0.408
C -1.736 2.700 1.171
C -1.539 3.382 2.388
C -0.306 3.901 2.681
C 0.766 3.835 1.755
C 1.975 4.531 1.975
H 3.825 5.184 1.149
H 3.397 4.156 -1.064
H 1.351 2.854 -1.458
H -2.723 2.362 0.887
H -2.372 3.515 3.066
H -0.159 4.458 3.599
H 2.132 5.015 2.931
F -1.953 -0.509 -1.565
Sb -3.825 -0.225 -0.994
F -4.478 -0.395 -2.723
F -3.930 -2.058 -0.683
F -5.372 0.145 -0.039
F -2.718 -0.049 0.633
F -3.456 1.603 -1.224

***

No. 4
69
Properties=species:S:1:pos:R:3 method="wB97M-V/def2-TZVPD" smiles=CN(c1ccccc1)c1ccc(C(Sc2cccc(C(F)(F)F)c2)c2ccc(N(C)c3ccccc3)cc2)cc1 e_lumo_ev=-0.211 homo_lumo_gap_ev=7.47 homo_energy_ev=-7.6777
C -2.546 -2.136 -5.176
N -1.304 -1.521 -4.725
C -0.660 -0.697 -5.692
C -1.345 0.446 -6.175
C -0.833 1.186 -7.242
C 0.351 0.798 -7.875
C 1.017 -0.341 -7.430
C 0.532 -1.075 -6.342
C -1.005 -1.510 -3.366
C 0.319 -1.748 -2.978
C 0.675 -1.731 -1.638
C -0.205 -1.177 -0.699
C 0.357 -0.884 0.655
C -0.285 0.194 1.473
C -0.222 0.079 2.854
C -0.750 1.049 3.687
C -1.347 2.195 3.138
N -1.929 3.123 4.018
C -3.215 2.784 4.615
C -1.558 4.488 3.994
C -2.314 5.438 3.284
C -1.880 6.767 3.237
C -0.756 7.179 3.958
C -0.064 6.255 4.741
C -0.450 4.918 4.751
C -1.414 2.328 1.738
C -0.917 1.318 0.906
C -1.562 -1.040 -1.039
C -1.976 -1.265 -2.364
H -2.679 -3.065 -4.628
H -3.430 -1.515 -5.007
H -2.430 -2.373 -6.239
H -2.287 0.725 -5.696
H -1.369 2.075 -7.569
H 0.722 1.347 -8.734
H 1.933 -0.658 -7.933
H 1.056 -1.972 -6.010
H 1.054 -2.008 -3.729
H 1.646 -2.122 -1.318
H 1.461 -0.717 0.612
H 0.266 -0.807 3.277
H -0.663 0.931 4.768
H -3.320 3.297 5.578
H -4.053 3.053 3.963
H -3.260 1.702 4.733
H -3.207 5.102 2.750
H -2.429 7.467 2.611
H -0.459 8.222 3.957
H 0.790 6.575 5.336
H 0.082 4.180 5.354
H -1.882 3.235 1.329
H -1.021 1.422 -0.177
H -2.282 -0.757 -0.271
H -3.028 -1.154 -2.650
F 4.257 -5.954 -0.448
C 4.730 -5.886 0.826
F 4.680 -7.165 1.349
F 6.057 -5.539 0.758
C 3.969 -4.925 1.690
C 4.431 -4.750 2.987
C 3.725 -3.869 3.806
C 2.642 -3.148 3.323
C 2.133 -3.401 2.036
S 0.575 -2.796 1.598
C 2.855 -4.280 1.192
H 5.312 -5.300 3.322
H 4.019 -3.738 4.842
H 2.141 -2.419 3.949
H 2.551 -4.434 0.161

***

Taking the records one at a time from the top gives total energy values of -2758.73636 -2278.97073 -3430.93894 -2120.26577 Eh.